(1)
DFT (ωB97M-V/def2-TZVPD) results for a cluster of 11 separate species, C5H36N3O11 in total.

Computed properties:
- E: -1203.6634 Ha
- HOMO energy: -0.434 hartree
- LUMO: -2.3 eV
- Molar mass: 314.35 g mol⁻¹
- Energy above the lowest of the compared OMol25 structures with the same formula, charge and spin: 556.3 kJ/mol

```
! RIJCOSX wB97M-V def2-TZVPD def2/J DEFGRID3
* xyz 1 1
C -3.18 1.79 1.39
C -2.76 0.88 0.16
C -3.41 -0.63 0.36
C -3.05 -1.19 -1.04
N 0.64 -1.56 -2.12
C -0.57 -0.94 -2.08
N -1.71 -1.85 -1.14
N -1.32 0.79 0.19
H -3.80 1.17 2.03
H -4.05 2.51 1.09
H -2.44 2.44 1.72
H -3.20 1.35 -0.64
H -4.43 -0.60 0.60
H -2.88 -1.29 1.14
H -3.13 -0.41 -1.85
H -3.76 -2.01 -1.30
H 0.94 -2.36 -2.68
H 1.40 -1.26 -1.57
H -0.49 0.10 -1.72
H -1.18 -1.77 -0.30
H -0.78 1.18 -0.48
H -0.89 0.95 1.07
H 3.39 -2.82 0.04
H 2.08 -2.25 0.37
O 2.64 -2.35 -0.37
H 2.69 0.92 -4.36
H 2.72 1.19 -2.82
O 2.52 1.56 -3.77
H -1.06 1.66 4.05
H -2.41 1.35 3.66
O -1.76 1.02 4.36
H -0.53 -1.99 5.13
H -1.10 -0.73 -3.96
O -1.52 -1.12 -3.08
H 1.74 -2.97 3.44
H 0.40 -2.02 3.52
O 1.17 -2.43 2.96
H 2.62 3.85 -0.43
H 3.98 3.31 -0.57
O 3.26 3.27 -0.08
H 2.02 0.86 2.37
H 0.89 -0.07 2.21
O 1.15 0.74 1.88
H -1.75 -2.77 -1.53
H -1.41 -0.86 4.69
O -0.70 -1.50 4.39
H 2.61 0.58 -0.48
H 1.86 1.85 -0.77
O 2.14 1.06 -1.21
H -0.95 2.39 -3.97
H 0.32 1.97 -3.16
O -0.65 1.94 -3.20
H 4.03 -0.16 1.87
H 4.62 -0.43 0.45
O 3.81 -0.17 0.88
*
```

=====

(2)
DFT (ωB97M-V/def2-TZVPD) results for a cluster of 13 separate species, C5H36NO14 in total.

Computed properties:
- E: -1320.1100 Ha
- HOMO energy: -0.496 hartree
- LUMO: -2.5 eV
- Molar mass: 334.34 g mol⁻¹
- Energy above the lowest of the compared OMol25 structures with the same formula, charge and spin: 0.0 kJ/mol

```
! RIJCOSX wB97M-V def2-TZVPD def2/J DEFGRID3
* xyz 1 1
O -0.09 -1.73 -2.13
C 0.35 -1.48 -1.03
O 1.48 -2.02 -0.55
C -0.23 -0.46 -0.07
C 0.25 0.93 -0.43
C -0.01 1.95 0.65
C 1.08 2.01 1.71
N -1.75 -0.54 -0.12
H 2.01 -2.48 -1.28
H 0.07 -0.72 0.97
H -0.24 1.24 -1.33
H 1.31 0.91 -0.65
H -0.13 3.03 0.16
H -0.98 1.77 1.14
H 1.06 1.07 2.34
H 0.93 2.84 2.43
H 2.08 2.13 1.26
H -2.09 -0.03 -0.97
H -2.14 -0.16 0.75
H -2.04 -1.52 -0.19
H 4.30 1.44 -0.24
H 3.29 0.63 -1.12
O 3.72 0.69 -0.24
H 2.76 0.65 -3.72
H 2.33 -0.68 -2.97
O 2.22 0.31 -2.90
H -0.51 -0.42 -3.35
H 0.52 0.65 -3.36
O -0.39 0.49 -3.62
H -2.55 2.49 -1.02
H -3.06 3.84 -0.60
O -2.61 3.09 -0.27
H -0.24 -2.38 3.13
H -1.76 -2.21 2.96
O -1.05 -2.87 2.86
H 1.07 -0.89 4.29
H 1.45 -0.89 2.78
O 0.67 -0.87 3.43
H 3.13 -0.17 1.18
H 2.30 -1.44 0.89
O 2.64 -0.92 1.61
H -0.94 -0.19 2.97
H -2.33 0.55 2.61
O -1.82 -0.28 2.55
H 2.88 -2.94 -3.58
H 1.42 -2.62 -3.27
O 2.32 -2.38 -3.06
H -3.06 2.39 1.23
H -3.54 2.62 2.64
O -3.29 1.90 2.03
H -1.00 -3.03 1.21
H -1.19 -3.96 -0.04
O -1.09 -3.02 0.24
H -1.77 1.09 -2.77
H -3.22 1.32 -2.89
O -2.52 1.25 -2.23
*
```

=====

(3)
DFT (ωB97M-V/def2-TZVPD) results for a cluster of 14 separate species, C5H36NO14S in total.

Computed properties:
- E: -1718.2898 Ha
- HOMO energy: -0.186 hartree
- LUMO: 2.1 eV
- Molar mass: 366.40 g mol⁻¹
- Energy above the lowest of the compared OMol25 structures with the same formula, charge and spin: 630.5 kJ/mol

```
! RIJCOSX wB97M-V def2-TZVPD def2/J DEFGRID3
* xyz -1 1
C -1.61 0.37 0.24
N -1.35 0.58 1.69
C 0.11 0.53 1.98
C 0.54 1.11 3.31
S 2.01 2.04 2.63
C 1.07 1.25 1.06
O 1.92 0.80 0.32
C -2.70 -0.80 0.17
H -0.64 -0.15 -0.24
H -2.03 1.25 -0.26
H -1.86 1.40 2.00
H 0.38 -0.59 1.96
H -0.14 1.87 3.69
H 0.57 0.33 4.10
H 0.58 2.21 0.70
H -3.46 -0.80 -0.73
H -2.21 -1.74 -0.20
H -3.10 -0.93 1.16
H 1.32 -1.88 4.01
H 2.29 -1.30 3.26
O 1.99 -1.20 4.17
H -3.36 3.06 -0.79
H -3.81 2.07 0.21
O -4.05 2.55 -0.53
H 1.96 -2.25 -1.67
H 1.76 -3.71 -2.23
O 1.83 -3.24 -1.33
H -0.28 -2.86 3.12
H -1.08 -1.67 3.02
O -0.90 -2.45 3.60
H -0.50 -1.92 -3.64
H 0.94 -1.79 -2.85
O 0.24 -2.29 -3.14
H 0.58 -2.14 1.17
H 0.73 -3.85 0.96
O 0.92 -3.09 1.42
H 2.83 -0.44 -1.99
H 1.76 -0.31 -0.79
O 2.12 -0.71 -1.62
H -1.30 1.98 -2.19
H -1.34 3.32 -2.83
O -1.91 2.75 -2.41
H 0.89 0.82 -2.26
H -0.03 -0.09 -1.67
O -0.09 0.53 -2.38
H -0.71 3.29 -0.31
H -0.02 4.25 0.57
O -0.81 4.17 0.04
H -2.74 0.40 -3.70
H -1.30 -0.06 -3.96
O -2.21 -0.38 -3.97
H 2.91 -2.26 1.17
H 2.36 -0.83 1.34
O 3.04 -1.46 1.73
H 2.74 1.50 -1.58
H 2.77 1.05 -3.05
O 2.32 1.70 -2.46
*
```

=====

(4)
DFT (ωB97M-V/def2-TZVPD) results for a cluster of 14 separate species, C5H37NO14S in total.

Computed properties:
- E: -1718.8951 Ha
- HOMO energy: -0.343 hartree
- LUMO: 0.0 eV
- Molar mass: 367.41 g mol⁻¹
- Energy above the lowest of the compared OMol25 structures with the same formula, charge and spin: 372.0 kJ/mol

```
! RIJCOSX wB97M-V def2-TZVPD def2/J DEFGRID3
* xyz 0 1
O 1.30 -1.12 -0.86
C 0.36 -0.51 -0.40
N -0.83 -0.83 -1.03
C -0.87 -1.82 -2.10
C -2.11 -2.80 -1.84
S -1.90 -3.79 -0.31
C -1.07 -1.35 -3.60
C 0.37 0.59 0.56
H -1.61 -0.30 -0.83
H 0.15 -2.41 -2.02
H -3.07 -2.11 -1.86
H -2.18 -3.52 -2.61
H -0.66 -3.62 0.06
H -1.32 -2.18 -4.17
H 0.07 -1.15 -3.69
H -1.56 -0.37 -3.70
H 1.01 1.46 0.21
H 0.72 0.47 1.56
H -0.63 1.08 0.72
H -2.26 1.36 -2.60
H -3.81 1.11 -2.25
O -2.90 0.77 -2.11
H -2.01 -1.67 0.91
H -3.35 -2.34 1.67
O -2.98 -1.51 1.30
H 3.03 1.15 -2.13
H 2.31 2.21 -2.88
O 3.01 2.04 -2.18
H 2.98 -2.21 0.24
H 3.67 -1.04 -0.24
O 3.79 -1.82 0.24
H 0.86 3.67 -1.98
H 1.08 2.28 -1.29
O 0.39 2.99 -1.53
H 4.49 0.81 0.47
H 3.00 1.36 0.47
O 3.62 0.81 0.09
H 3.37 -1.19 1.90
H 2.90 -0.64 3.29
O 3.63 -0.51 2.63
H -0.39 0.01 3.79
H -0.83 -1.30 3.19
O -0.29 -0.94 3.93
H 0.11 -2.24 1.70
H 1.14 -1.81 2.98
O 1.00 -1.94 2.00
H -0.43 2.88 2.67
H -1.95 2.70 2.71
O -1.29 3.37 2.61
H 1.64 2.57 3.11
H 1.60 1.65 4.33
O 1.30 1.76 3.39
H -1.46 2.58 -4.18
H -0.84 2.82 -2.74
O -0.99 2.12 -3.48
H -2.94 0.12 2.44
H -3.44 1.26 1.36
O -2.93 1.08 2.10
*
```

=====

(5)
DFT (ωB97M-V/def2-TZVPD) results for a cluster of 15 separate species, C5H37NO15 in total.

Computed properties:
- E: -1396.0590 Ha
- HOMO energy: -0.343 hartree
- LUMO: 0.1 eV
- Molar mass: 351.34 g mol⁻¹
- Energy above the lowest of the compared OMol25 structures with the same formula, charge and spin: 348.5 kJ/mol

```
! RIJCOSX wB97M-V def2-TZVPD def2/J DEFGRID3
* xyz 0 1
C -1.11 -2.30 -1.62
N -1.00 -1.25 -0.75
C 0.04 -1.11 0.30
C 0.24 0.43 0.41
C -0.90 1.10 -0.32
C -1.83 -0.04 -0.68
O -0.25 -3.17 -1.59
H -1.95 -2.30 -2.31
H -0.13 -1.63 1.23
H 0.91 -1.55 -0.22
H 1.24 0.73 0.08
H 0.10 0.56 1.49
H -0.44 1.54 -1.22
H -1.23 1.96 0.24
H -2.48 0.00 -1.55
H -2.58 -0.10 0.12
H 2.94 -3.40 -0.87
H 1.37 -3.68 -0.86
O 2.17 -3.58 -0.31
H 1.38 1.13 3.70
H 1.33 2.57 3.19
O 1.96 1.84 3.34
H -4.08 3.34 -0.83
H -2.55 2.87 -0.99
O -3.25 3.13 -0.39
H -2.35 -0.59 -4.78
H -1.29 -0.06 -3.74
O -2.06 -0.63 -3.85
H 2.30 -2.45 1.14
H 3.13 -1.41 2.02
O 2.32 -1.92 1.96
H 3.06 1.72 -0.91
H 4.03 1.12 -1.94
O 3.09 1.15 -1.71
H 2.68 1.98 1.52
H 2.08 0.77 1.05
O 2.92 1.25 0.92
H -2.34 -0.24 1.85
H -3.16 -1.20 2.79
O -2.35 -1.13 2.24
H -3.33 1.89 2.85
H -3.09 2.35 1.40
O -3.22 1.56 1.96
H -0.34 -0.92 3.20
H 1.18 -0.98 2.84
O 0.51 -0.49 3.37
H 1.52 0.84 -2.60
H 0.41 -0.22 -2.30
O 0.60 0.60 -2.79
H 2.72 -1.63 -2.38
H 3.77 -0.74 -1.61
O 3.52 -1.64 -1.87
H -1.19 2.76 -4.12
H -0.68 1.83 -3.08
O -1.46 2.41 -3.24
H -0.48 1.90 4.57
H -0.72 1.61 3.07
O -1.17 1.87 3.90
*
```

=====

(6)
DFT (ωB97M-V/def2-TZVPD) results for a cluster of 14 separate species, C5H37NO15 in total.

Computed properties:
- E: -1396.1445 Ha
- HOMO energy: -0.355 hartree
- LUMO: 0.0 eV
- Molar mass: 351.34 g mol⁻¹
- Energy above the lowest of the compared OMol25 structures with the same formula, charge and spin: 123.9 kJ/mol

```
! RIJCOSX wB97M-V def2-TZVPD def2/J DEFGRID3
* xyz 0 1
O -0.70 -2.66 -0.95
C -0.79 -2.86 0.26
O -0.02 -3.68 0.93
C -1.79 -2.16 1.17
C -1.03 -0.99 1.85
C -0.76 0.20 0.92
C 0.98 1.23 -0.44
N 0.42 -0.04 0.07
H 0.83 -4.01 0.42
H -2.23 -2.88 1.91
H -2.66 -1.84 0.59
H -1.65 -0.62 2.66
H -0.08 -1.38 2.32
H -1.65 0.43 0.29
H -0.55 1.10 1.56
H 0.16 1.98 -0.88
H 1.48 1.83 0.39
H 1.76 1.00 -1.17
H 0.09 -0.63 -0.75
H -2.35 1.97 2.47
H -2.69 2.04 3.97
O -2.13 1.51 3.34
H -3.06 -1.35 -2.52
H -1.73 -1.59 -1.61
O -2.30 -0.91 -2.17
H -0.41 1.65 -3.27
H -0.10 3.07 -2.69
O -0.81 2.55 -3.12
H -0.33 -0.21 -4.55
H -1.03 -0.34 -3.19
O -0.19 -0.03 -3.59
H 1.60 -0.13 1.80
H 2.87 0.45 2.44
O 1.97 0.13 2.64
H -2.54 0.67 -1.54
H -2.11 2.07 -2.03
O -2.65 1.64 -1.37
H 5.11 0.10 -1.82
H 3.83 -0.34 -1.02
O 4.36 0.41 -1.30
H 0.24 4.51 1.52
H 0.32 3.15 2.09
O 0.10 3.62 1.26
H 0.84 -1.36 -3.01
H 0.56 -2.61 -2.20
O 1.25 -2.09 -2.67
H 2.21 -1.13 -0.08
H 2.33 -1.74 -1.50
O 2.82 -1.68 -0.61
H 2.64 -3.31 -0.24
H 2.90 -4.40 0.77
O 2.33 -4.22 0.03
H -2.59 2.31 0.21
H -1.54 3.25 1.05
O -2.47 2.82 1.04
H -0.49 1.93 3.58
H 0.98 1.41 3.28
O 0.44 2.19 3.47
*
```

=====

(7)
DFT (ωB97M-V/def2-TZVPD) results for a cluster of 13 separate species, C5H38N2O12S in total.

Computed properties:
- E: -1623.8258 Ha
- HOMO energy: -0.335 hartree
- LUMO: 0.0 eV
- Molar mass: 350.43 g mol⁻¹
- Energy above the lowest of the compared OMol25 structures with the same formula, charge and spin: 58.5 kJ/mol

```
! RIJCOSX wB97M-V def2-TZVPD def2/J DEFGRID3
* xyz 0 1
C -1.44 0.06 -1.54
C -1.31 -0.71 -2.86
S 0.32 -0.68 -3.64
C -1.00 -0.76 -0.36
N -1.05 0.01 0.94
C -1.60 -0.78 2.09
C -1.83 0.24 3.20
N -3.19 0.77 2.97
H -0.81 0.96 -1.62
H -2.48 0.37 -1.43
H -1.63 -1.76 -2.74
H -1.86 -0.28 -3.68
H 1.00 -1.05 -2.53
H -1.62 -1.65 -0.17
H 0.06 -1.02 -0.43
H -1.70 0.78 0.75
H -2.58 -1.16 1.79
H -0.94 -1.60 2.33
H -1.08 1.01 3.43
H -1.83 -0.28 4.16
H -3.12 1.46 2.23
H -3.66 1.12 3.78
H 2.65 -1.04 -0.98
H 2.58 -2.21 -0.01
O 2.11 -1.81 -0.75
H -2.86 -4.02 -1.39
H -1.99 -3.48 -0.21
O -2.87 -3.79 -0.46
H 2.29 3.26 -0.14
H 0.64 2.98 -0.30
O 1.53 2.93 -0.65
H -2.65 2.35 -0.37
H -3.84 1.44 0.12
O -3.16 2.06 0.39
H 0.75 -0.34 1.32
H 1.72 -0.88 2.57
O 1.61 -0.59 1.67
H 1.59 -4.59 0.32
H 1.69 -3.98 -1.06
O 1.14 -4.57 -0.53
H 2.76 1.28 -0.73
H 3.50 1.20 -2.06
O 3.26 0.67 -1.29
H 3.05 1.77 2.97
H 1.55 1.28 2.78
O 2.27 1.42 3.39
H 1.01 1.84 -3.41
H 1.85 2.56 -2.40
O 1.84 2.32 -3.35
H -1.39 3.14 1.36
H -0.69 1.88 1.13
O -0.49 2.86 1.13
H 1.50 3.28 1.72
H 1.88 4.70 1.58
O 2.29 3.83 1.62
H 0.22 -2.91 0.51
H -0.51 -4.23 1.10
O -0.50 -3.29 0.98
*
```

=====

(8)
DFT (ωB97M-V/def2-TZVPD) results for a cluster of 14 separate species, C5H38N2O14 in total.

Computed properties:
- E: -1376.1746 Ha
- HOMO energy: -0.343 hartree
- LUMO: -0.1 eV
- Molar mass: 350.36 g mol⁻¹
- Energy above the lowest of the compared OMol25 structures with the same formula, charge and spin: 361.6 kJ/mol

```
! RIJCOSX wB97M-V def2-TZVPD def2/J DEFGRID3
* xyz 0 1
N -2.04 -0.91 -1.52
C -0.92 -0.30 -2.22
C -0.33 -1.30 -3.22
C 0.19 -0.06 -1.13
N 0.66 1.16 -0.85
C 0.30 2.35 -1.60
C 1.03 2.37 -2.96
O 0.56 -1.09 -0.54
H -1.81 -1.76 -1.04
H -2.45 -0.25 -0.87
H -1.31 0.62 -2.65
H 0.76 -1.35 -3.25
H -0.75 -1.29 -4.22
H -0.45 -2.27 -2.73
H 1.09 1.38 0.03
H 0.57 3.27 -1.10
H -0.78 2.39 -1.80
H 0.78 1.57 -3.65
H 1.23 3.35 -3.39
H 2.05 2.05 -2.67
H -0.58 -1.00 2.70
H -0.54 -1.29 4.23
O -0.84 -0.67 3.57
H -1.75 -3.05 1.18
H -2.07 -2.95 2.67
O -1.51 -2.59 1.99
H 1.39 -0.69 1.15
H 0.67 0.39 1.97
O 1.40 -0.23 2.01
H -2.38 3.38 -2.80
H -1.71 2.65 -3.85
O -2.54 2.61 -3.36
H 4.28 -0.73 3.05
H 3.49 -2.06 2.80
O 4.15 -1.47 2.43
H -2.38 -0.06 2.94
H -3.54 0.75 2.91
O -3.11 0.13 2.31
H 4.41 -1.02 0.53
H 3.42 0.14 0.58
O 4.23 -0.15 0.16
H 3.88 -2.76 -1.47
H 3.82 -2.79 0.06
O 3.92 -3.34 -0.72
H -4.96 0.54 -1.76
H -3.80 1.41 -1.19
O -4.75 1.36 -1.31
H 2.67 0.16 4.66
H 2.65 0.35 3.21
O 3.23 0.56 3.97
H -2.83 2.71 0.36
H -3.11 1.32 0.91
O -2.40 1.86 0.50
H 0.18 -2.97 -0.83
H -0.08 -3.79 0.34
O -0.40 -3.72 -0.57
H -0.27 2.62 2.77
H -0.67 1.99 1.44
O 0.03 2.51 1.87
*
```